The following is a quantum chemistry calculation of C46H55Ge2N2O2PReS2Te as an isolated structure in a non-equilibrium geometry, from the OMol25 dataset.

Results
**Highest occupied orbital energy (spin up / spin down)**: -8.720 / -9.726 eV
**Energy above the lowest of the compared OMol25 structures with the same formula, charge and spin**: 256.8 kJ/mol
**Electronic energy**: -7683.1987 Eh
**Strongest force on any atom**: 3.9 eV Å⁻¹
**LUMO (spin up / spin down)**: -3.84 / -5.07 eV
**Kohn-Sham gap (spin up / spin down)**: 4.883 / 4.655 eV
**Spin multiplicity**: 3
**<S²>**: 2.131
**Charge**: +1

```
112
Properties=species:S:1:pos:R:3:lowdin_charge:R:1
Re -0.773 0.433 0.335 0.875
O -2.254 -2.211 -1.259 -0.568
S -1.994 -1.646 0.055 0.617
N -0.318 -1.425 0.134 -0.644
C -0.367 -0.254 4.581 0.002
C -0.455 0.529 3.354 -0.315
O -1.178 0.022 2.377 -0.213
C 0.103 1.862 3.347 -0.079
C 0.012 2.649 2.040 -0.243
C 0.312 4.103 2.170 0.022
C 0.948 4.616 3.271 -0.051
C 1.251 3.833 4.405 -0.013
C 0.774 2.506 4.424 0.008
H -1.071 -1.087 4.578 0.109
H -0.415 0.512 5.379 0.099
H 0.627 -0.701 4.624 0.091
H -0.986 2.583 1.560 0.074
H 0.044 4.684 1.304 0.106
H 1.082 5.696 3.255 0.120
H 1.726 4.321 5.282 0.132
H 0.986 1.954 5.348 0.118
C 3.948 -4.350 -1.323 -0.271
Ge 2.394 -3.438 -1.982 0.742
C 1.557 -4.526 -3.386 -0.246
C 2.801 -1.735 -3.010 -0.221
Ge 0.838 -2.976 -0.117 0.910
C 1.699 -3.057 1.724 -0.274
C 0.962 -2.932 2.879 -0.170
C 1.412 -3.123 4.169 -0.117
C 2.746 -3.362 4.371 -0.068
C 3.526 -3.588 3.227 -0.082
C 3.036 -3.455 1.949 -0.114
C -0.439 -4.452 -0.096 -0.352
C -0.475 -5.281 0.999 -0.109
C -1.219 -6.512 1.021 -0.042
C -1.906 -6.847 -0.150 -0.102
C -1.965 -5.997 -1.221 -0.074
C -1.153 -4.836 -1.266 -0.114
H 4.609 -4.543 -2.203 0.047
H 3.750 -5.302 -0.865 0.020
H 4.583 -3.804 -0.592 0.016
H 2.034 -4.548 -4.363 0.025
H 0.549 -4.056 -3.388 0.001
H 1.464 -5.588 -3.050 0.039
H 2.111 -0.940 -2.731 -0.071
H 2.862 -2.040 -4.052 0.016
H 3.803 -1.452 -2.707 -0.009
H -0.117 -2.697 2.837 0.106
H 0.723 -3.026 4.998 0.107
H 3.165 -3.345 5.398 0.121
H 4.570 -3.787 3.362 0.102
H 3.633 -3.759 1.106 0.056
H -0.149 -4.890 1.921 0.060
H -0.966 -7.233 1.814 0.110
H -2.402 -7.783 -0.274 0.097
H -2.594 -6.219 -2.101 0.117
H -1.095 -4.258 -2.174 0.072
Te -0.119 0.918 -2.142 1.071
C -1.113 0.979 -4.074 -0.880
C -1.050 -0.033 -5.013 -0.263
C -1.476 0.362 -6.294 -0.187
C -2.108 1.578 -6.242 -0.417
S -1.872 2.444 -4.754 0.892
H -0.518 -1.012 -4.779 0.121
H -1.380 -0.261 -7.178 0.110
H -2.651 2.095 -6.990 0.049
N 0.677 1.839 0.854 -0.145
C 1.674 2.354 0.104 -0.335
C 1.511 3.646 -0.602 -0.208
C 0.259 4.020 -1.093 -0.159
C 0.144 5.017 -2.038 -0.084
C 1.226 5.879 -2.289 -0.053
C 2.438 5.689 -1.553 -0.069
C 2.631 4.510 -0.846 -0.028
C 2.928 1.680 0.202 -0.158
C 3.263 0.712 1.201 -0.012
C 4.326 -0.199 1.060 -0.078
C 5.209 -0.136 0.000 -0.076
C 4.874 0.743 -1.019 -0.085
C 3.855 1.665 -0.898 -0.025
H -0.696 3.587 -0.716 0.061
H -0.644 4.980 -2.724 0.081
H 1.211 6.564 -3.192 0.127
H 3.200 6.487 -1.529 0.113
H 3.647 4.271 -0.547 0.113
H 2.817 0.836 2.198 0.107
H 4.455 -0.989 1.798 0.094
H 6.004 -0.803 -0.017 0.088
H 5.446 0.713 -1.966 0.122
H 3.849 2.506 -1.537 0.087
C -4.802 2.721 2.125 -0.148
C -3.669 1.739 1.941 -0.380
P -3.147 1.372 0.152 0.921
C -3.435 3.075 -0.669 -0.377
C -4.809 3.660 -0.958 -0.128
C -4.738 0.492 -0.381 -0.392
C -5.033 0.128 -1.797 -0.138
H -4.782 2.922 3.208 0.085
H -5.795 2.233 1.912 0.093
H -4.828 3.693 1.596 0.060
H -3.691 0.829 2.521 0.084
H -2.862 2.255 2.420 0.043
H -2.794 3.169 -1.501 0.018
H -2.821 3.724 0.065 0.096
H -4.706 4.686 -1.445 0.108
H -5.331 3.882 -0.017 0.040
H -5.420 2.957 -1.592 0.082
H -5.540 1.089 0.010 0.062
H -4.777 -0.441 0.204 0.084
H -4.993 0.985 -2.479 0.067
H -6.020 -0.406 -1.791 0.103
H -4.368 -0.650 -2.199 0.067
```

The following is a quantum chemistry calculation of C4H9NO2 as an isolated structure in a non-equilibrium geometry, from the OMol25 dataset.

Results
**Highest occupied orbital energy**: 1.695 eV
**Energy above the lowest of the compared OMol25 structures with the same formula, charge and spin**: 526.5 kJ/mol
**Electronic energy**: -362.7119 Eh
**Strongest force on any atom**: 3.4 eV Å⁻¹
**LUMO**: 6.97 eV
**Kohn-Sham gap**: 5.279 eV
**Charge**: -2

```
16
Properties=species:S:1:pos:R:3:lowdin_charge:R:1
C 0.932 0.763 -0.576 -0.477
C -0.081 -0.308 -0.365 -0.292
C 0.381 -1.762 -0.185 -0.526
O 0.640 -2.385 -1.370 -0.432
N 0.667 1.931 -1.260 -0.147
C -0.005 0.667 0.783 -0.398
O 0.138 0.084 2.125 -0.237
H -2.869 0.794 0.675 0.029
H 1.983 0.401 -0.429 0.114
H -2.890 0.056 0.604 0.040
H -0.854 -0.223 -1.119 0.104
H -0.471 -2.273 0.348 0.070
H 1.215 -1.745 0.560 0.075
H 1.000 1.805 -2.213 -0.102
H 0.934 0.722 1.586 0.110
H -0.719 1.472 0.837 0.070
```

The following is a quantum chemistry calculation of C36H36F11N4O6PS3W as an isolated structure, from the OMol25 dataset.

Results
**Highest occupied orbital energy (spin up / spin down)**: -4.310 / -4.217 eV
**Energy above the lowest of the compared OMol25 structures with the same formula, charge and spin**: 92.2 kJ/mol
**Electronic energy**: -4765.4916 Eh
**Strongest force on any atom**: 0.6 eV Å⁻¹
**LUMO (spin up / spin down)**: 1.71 / 1.71 eV
**Kohn-Sham gap (spin up / spin down)**: 6.018 / 5.930 eV
**Spin multiplicity**: 2
**<S²>**: 0.756
**Charge**: -1

```
98
Properties=species:S:1:pos:R:3:lowdin_charge:R:1
W 0.862 0.081 0.428 1.354
F -1.016 -5.564 -4.136 0.088
C -1.450 -4.826 -3.095 -0.157
C -0.692 -3.784 -2.604 -0.160
F 0.484 -3.499 -3.188 0.091
C -1.141 -3.037 -1.527 -0.242
F -0.289 -2.046 -1.113 -0.021
C -2.380 -3.238 -0.900 -0.607
S -2.994 -2.263 0.373 0.628
C -3.108 -4.318 -1.441 -0.252
F -4.306 -4.630 -0.925 0.058
C -2.670 -5.090 -2.494 -0.154
F -3.423 -6.104 -2.956 0.096
F 0.154 0.165 -4.582 0.145
C 1.303 0.816 -4.422 -0.674
F 1.059 2.110 -4.258 0.153
F 2.034 0.653 -5.524 0.144
S 2.197 0.132 -2.965 0.625
O 1.324 0.471 -1.845 -0.385
O 2.381 -1.260 -3.244 -0.250
N 3.514 0.958 -3.095 -0.278
S 4.289 1.620 -1.897 0.593
O 5.651 1.844 -2.263 -0.265
O 3.981 0.995 -0.640 -0.316
C 3.552 3.311 -1.794 -0.670
F 4.324 4.091 -1.039 0.144
F 3.469 3.850 -3.012 0.135
F 2.333 3.265 -1.265 0.144
C 0.047 2.245 3.758 -0.114
C 0.563 0.825 3.984 -0.506
C 0.175 0.389 5.399 -0.116
P -0.016 -0.311 2.618 0.980
C 0.087 -1.963 3.430 -0.530
C -0.443 -3.099 2.566 -0.133
C 1.567 -2.216 3.756 -0.120
C -1.723 0.216 2.359 -0.325
C -2.765 0.026 3.253 -0.060
C -4.028 0.558 3.028 -0.282
C -5.155 0.333 3.999 -0.058
C -4.207 1.305 1.870 -0.035
C -3.185 1.497 0.955 -0.010
C -1.923 0.943 1.172 -0.313
N -0.880 1.027 0.208 -0.143
C -1.160 1.907 -0.907 -0.231
C -0.920 3.282 -0.769 -0.207
C -0.450 3.868 0.529 -0.040
C -1.117 4.122 -1.858 -0.015
C -1.558 3.646 -3.083 -0.282
C -1.699 4.559 -4.270 -0.054
C -1.843 2.294 -3.182 -0.029
C -1.666 1.417 -2.116 -0.209
C -2.077 -0.014 -2.290 -0.039
H 0.639 2.951 4.348 0.085
H -0.995 2.323 4.075 0.082
H 0.101 2.541 2.717 0.024
H 1.653 0.837 3.902 0.093
H -0.909 0.286 5.490 0.069
H 0.481 1.166 6.104 0.080
H 0.636 -0.544 5.717 0.056
H -0.485 -1.920 4.361 0.095
H 0.009 -3.071 1.571 0.052
H -1.518 -3.052 2.418 0.010
H -0.182 -4.054 3.032 0.077
H 2.149 -2.229 2.834 0.056
H 1.669 -3.192 4.238 0.079
H 2.005 -1.469 4.418 0.057
H -2.601 -0.578 4.141 0.106
H -4.910 -0.464 4.702 0.070
H -6.072 0.047 3.482 0.076
H -5.372 1.233 4.580 0.074
H -5.184 1.728 1.659 0.113
H -3.381 2.050 0.046 0.119
H 0.427 3.339 0.895 0.036
H -1.225 3.800 1.297 0.082
H -0.188 4.919 0.399 0.079
H -0.908 5.181 -1.742 0.112
H -1.844 5.594 -3.959 0.071
H -2.544 4.269 -4.897 0.073
H -0.802 4.525 -4.895 0.076
H -2.226 1.895 -4.117 0.121
H -2.952 -0.072 -2.940 0.092
H -2.325 -0.490 -1.342 0.007
H -1.280 -0.591 -2.762 0.065
O 3.900 2.532 2.129 0.101
C 2.943 2.008 1.683 -0.481
N 1.938 1.524 1.261 -0.069
O 2.148 -1.589 0.570 -0.310
N 2.923 -2.223 -0.337 -0.134
C 2.422 -3.278 -0.988 -0.008
C 3.210 -3.978 -1.875 -0.028
C 4.520 -3.583 -2.075 -0.041
C 5.022 -2.509 -1.354 -0.016
C 4.202 -1.844 -0.471 -0.009
H 1.393 -3.505 -0.762 0.128
H 2.771 -4.805 -2.412 0.120
H 5.147 -4.105 -2.785 0.114
H 6.040 -2.167 -1.472 0.121
H 4.490 -0.999 0.131 0.128
```

The following is a quantum chemistry calculation of a 2-piece molecular cluster, C15H18O overall in a non-equilibrium geometry, from the OMol25 dataset.

Results
**Highest occupied orbital energy**: -8.338 eV
**Energy above the lowest of the compared OMol25 structures with the same formula, charge and spin**: 107.2 kJ/mol
**Electronic energy**: -657.5762 Eh
**Strongest force on any atom**: 3.1 eV Å⁻¹
**LUMO**: 0.86 eV
**Kohn-Sham gap**: 9.201 eV
**Charge**: 0

```
34
Properties=species:S:1:pos:R:3:lowdin_charge:R:1
C -0.537 -0.666 -2.727 -0.069
C -0.052 -0.872 -1.239 -0.216
C 1.050 -1.853 -1.076 -0.264
C 2.245 -1.706 -1.759 -0.033
C 3.287 -2.671 -1.612 -0.011
C 3.096 -3.667 -0.691 -0.323
O 4.014 -4.652 -0.391 0.021
C 1.874 -3.884 -0.016 -0.009
C 0.871 -3.003 -0.289 -0.041
H 0.214 -1.096 -3.379 0.056
H -0.589 0.379 -2.999 0.057
H -1.458 -1.262 -2.701 0.076
H 0.356 0.108 -0.902 0.096
H -0.895 -0.895 -0.569 0.098
H 2.362 -0.844 -2.402 0.113
H 4.247 -2.484 -2.074 0.108
H 4.943 -4.403 -0.507 0.108
H 1.805 -4.738 0.636 0.117
H -0.129 -3.152 0.110 0.114
C -4.325 4.509 1.806 -0.053
C -2.945 3.870 1.621 -0.279
C -2.496 3.581 0.320 -0.056
C -1.381 2.781 0.097 -0.073
C -0.847 2.205 1.254 -0.122
C -1.164 2.553 2.543 -0.080
C -2.287 3.366 2.724 -0.060
H -4.750 4.847 0.855 0.071
H -4.314 5.457 2.345 0.074
H -4.903 3.744 2.308 0.078
H -3.094 3.989 -0.490 0.103
H -1.129 2.460 -0.901 0.093
H 0.054 1.615 1.077 0.094
H -0.623 2.095 3.351 0.100
H -2.643 3.702 3.690 0.112
```

Q: Look up the charge of the fourth one.
A: 0

Q: What is the energy above the lowest of the compared OMol25 structures with the same formula, charge and spin in the fourth record?
A: 107.2 kJ/mol

Q: Look up the energy above the lowest of the compared OMol25 structures with the same formula, charge and spin of the second one.
A: 526.5 kJ/mol